Record 1
{"formula": "C4H2Cl2N2", "method": "the ωB97M-V functional and the def2-TZVPD basis", "e_homo_ev": -10.9, "relative_energy_kcal_mol": 57.53, "gap_ha": 0.388, "fmax_ha_per_bohr": 0.096, "species": ["C", "C", "C", "C", "N", "N", "Cl", "Cl", "H", "H"], "coordinates": [[-0.55, -1.33, 0.86], [-1.10, -0.02, -1.09], [0.80, 1.01, 0.38], [-0.10, -0.59, -0.26], [-0.93, -2.04, 1.67], [-1.89, 0.50, -1.75], [-0.29, 2.04, 1.21], [1.19, -1.55, -1.11], [1.03, 1.24, -0.74], [1.83, 0.74, 0.83]], "lowdin_charge": [-0.3006, -0.2933, -0.5670, -0.7446, 0.2023, 0.2135, 0.6413, 0.6698, 0.0808, 0.0979]}

***

Record 2
{"formula": "C6H13NO4", "method": "the ωB97M-V functional and the def2-TZVPD basis", "e_homo_ev": [-8.1, -8.1], "relative_energy_kcal_mol": 137.95, "gap_ha": [0.281, 0.281], "fmax_ha_per_bohr": 0.083, "species": ["C", "C", "C", "C", "C", "C", "N", "O", "O", "O", "O", "H", "H", "H", "H", "H", "H", "H", "H", "H", "H", "H", "H", "H"], "coordinates": [[-1.67, 0.62, -0.60], [-0.82, 0.02, 1.66], [-1.11, -1.74, -0.11], [1.54, 1.56, -0.76], [-0.94, -0.29, 0.26], [1.31, 0.03, -0.65], [1.65, -0.69, 0.44], [1.89, -0.12, 1.47], [1.63, -1.98, 0.22], [0.84, 2.28, 0.19], [1.26, -0.57, -1.81], [-1.33, 0.91, -1.55], [-2.67, 0.11, -0.87], [-1.81, 1.61, -0.04], [-1.50, -0.63, 2.21], [-1.08, 1.15, 1.57], [0.19, -0.03, 2.10], [-0.83, -1.88, -1.19], [-0.74, -2.52, 0.56], [-2.27, -1.97, -0.10], [1.22, 1.87, -1.74], [2.67, 1.64, -0.70], [1.03, 2.14, 1.13], [1.54, -1.49, -1.70]], "lowdin_charge": [-0.0712, -0.0481, -0.0713, -0.1549, -0.3738, -0.3200, -0.3817, 0.0189, -0.0465, -0.0484, 0.0964, 0.0666, 0.1287, 0.1059, 0.1096, 0.1104, 0.0829, 0.0994, 0.0806, 0.1269, 0.1261, 0.1479, 0.1002, 0.1153]}

***

Record 3
{"formula": "C7H13NO2S", "method": "the ωB97M-V functional and the def2-TZVPD basis", "e_homo_ev": -7.7, "relative_energy_kcal_mol": 120.27, "gap_ha": 0.304, "fmax_ha_per_bohr": 0.113, "species": ["C", "C", "C", "C", "C", "C", "C", "N", "O", "O", "S", "H", "H", "H", "H", "H", "H", "H", "H", "H", "H", "H", "H", "H"], "coordinates": [[0.35, 0.17, -0.04], [1.07, 1.27, -0.14], [-0.63, -1.62, 1.11], [-2.03, -1.35, 0.73], [0.46, 2.64, -0.17], [2.56, 1.00, 0.18], [0.37, -1.91, -1.23], [0.25, -1.14, 0.03], [-2.70, 1.28, 0.82], [-2.72, 0.30, -1.47], [-2.04, 0.45, -0.20], [-0.37, -1.06, 1.97], [-0.29, -2.74, 1.05], [-2.48, -1.86, -0.13], [-2.68, -1.15, 1.48], [0.40, 3.00, 0.88], [1.21, 3.45, -0.55], [-0.58, 2.48, -0.56], [2.76, 0.06, 0.60], [3.10, 1.12, -0.67], [2.80, 1.83, 0.78], [-0.66, -1.92, -1.83], [1.05, -1.50, -1.80], [0.80, -2.79, -0.86]], "lowdin_charge": [-0.1035, -0.2716, -0.1841, -0.1861, -0.0543, -0.0044, 0.0102, -0.2069, -0.4454, -0.4146, 0.7265, 0.1168, 0.1572, 0.0837, 0.0414, 0.0944, 0.1210, 0.0656, 0.0716, 0.0475, 0.0707, 0.1539, 0.0341, 0.0764]}

***

Record 4
{"formula": "C43H44F5MnN3O4SSiTe", "method": "the ωB97M-V functional and the def2-TZVPD basis", "charge": -2, "e_homo_ev": [-1.8, -1.8], "relative_energy_kcal_mol": 34.58, "gap_ha": [0.203, 0.179], "multiplicity": 6, "fmax_ha_per_bohr": 0.121, "species": ["Mn", "C", "Si", "C", "C", "N", "C", "C", "C", "C", "C", "C", "O", "C", "C", "C", "C", "C", "C", "H", "H", "H", "H", "H", "H", "H", "H", "H", "H", "H", "H", "H", "H", "H", "H", "H", "H", "O", "N", "C", "C", "C", "C", "C", "S", "H", "H", "H", "H", "F", "Te", "F", "F", "F", "F", "O", "C", "C", "C", "C", "C", "C", "C", "O", "C", "C", "C", "H", "H", "H", "H", "H", "H", "H", "H", "H", "H", "H", "H", "N", "C", "C", "C", "C", "C", "C", "C", "C", "C", "C", "C", "C", "C", "H", "H", "H", "H", "H", "H", "H", "H", "H", "H"], "coordinates": [[-0.13, 0.66, -0.94], [-3.99, 4.13, -1.47], [-2.35, 3.15, -1.20], [-1.04, 4.16, -2.15], [-2.02, 3.28, 0.69], [-2.29, 1.46, -1.53], [-3.17, 0.62, -2.09], [-4.51, 0.94, -2.40], [-5.41, -0.01, -2.85], [-5.02, -1.32, -3.03], [-3.70, -1.67, -2.80], [-2.79, -0.73, -2.36], [-1.46, -1.02, -2.20], [-1.06, -2.34, -2.32], [-1.20, -3.22, -1.26], [-0.71, -4.51, -1.37], [-0.07, -4.92, -2.53], [0.07, -4.04, -3.59], [-0.45, -2.76, -3.50], [-3.87, 5.15, -1.12], [-4.83, 3.69, -0.93], [-4.26, 4.17, -2.52], [-1.18, 5.23, -2.07], [-1.03, 3.89, -3.21], [-0.05, 3.92, -1.78], [-1.74, 4.29, 0.99], [-1.20, 2.61, 0.94], [-2.88, 2.99, 1.29], [-4.85, 1.95, -2.26], [-6.43, 0.29, -3.06], [-5.73, -2.08, -3.36], [-3.37, -2.69, -2.96], [-1.66, -2.88, -0.34], [-0.81, -5.20, -0.54], [0.34, -5.92, -2.60], [0.58, -4.34, -4.49], [-0.35, -2.05, -4.31], [1.33, -0.79, -1.96], [2.14, -1.81, -2.06], [2.82, -1.97, -3.21], [3.69, -3.02, -3.38], [3.85, -3.94, -2.35], [3.17, -3.76, -1.18], [2.30, -2.67, -1.01], [1.46, -2.40, 0.43], [2.64, -1.22, -3.96], [4.24, -3.10, -4.30], [4.51, -4.79, -2.47], [3.27, -4.42, -0.33], [3.29, 0.70, -5.11], [1.79, 1.12, -3.43], [3.53, 0.95, -2.01], [0.64, -0.19, -4.65], [2.45, 3.02, -3.09], [0.99, 2.25, -4.88], [0.34, 1.50, -2.35], [5.86, 2.18, 4.95], [4.97, 1.90, 3.78], [3.83, 2.66, 3.53], [3.00, 2.39, 2.46], [1.78, 3.23, 2.23], [3.28, 1.30, 1.59], [2.40, 0.88, 0.55], [1.30, 1.40, 0.22], [4.47, 0.55, 1.82], [4.86, -0.57, 0.91], [5.27, 0.85, 2.90], [5.56, 3.10, 5.45], [6.90, 2.29, 4.63], [5.83, 1.36, 5.67], [3.59, 3.47, 4.20], [1.75, 4.06, 2.94], [0.89, 2.62, 2.34], [1.78, 3.63, 1.21], [2.70, -0.03, 0.04], [4.14, -1.39, 0.99], [5.85, -0.95, 1.15], [4.86, -0.24, -0.13], [6.15, 0.26, 3.08], [-0.92, -0.05, 0.41], [-1.53, -0.35, 1.49], [-1.01, -0.03, 2.83], [0.36, -0.04, 3.09], [0.84, 0.31, 4.34], [-0.04, 0.68, 5.35], [-1.40, 0.68, 5.10], [-1.88, 0.33, 3.86], [-2.86, -1.01, 1.49], [-3.94, -0.46, 0.80], [-5.17, -1.08, 0.82], [-5.36, -2.25, 1.55], [-4.29, -2.80, 2.25], [-3.05, -2.18, 2.23], [1.04, -0.35, 2.31], [1.91, 0.30, 4.53], [0.33, 0.95, 6.33], [-2.09, 0.98, 5.88], [-2.95, 0.34, 3.67], [-3.78, 0.45, 0.26], [-6.00, -0.65, 0.28], [-6.32, -2.73, 1.57], [-4.43, -3.70, 2.83], [-2.22, -2.61, 2.76]], "lowdin_charge": [0.8763, -0.2043, 0.4530, -0.1711, -0.1683, -0.0646, -0.3223, -0.0576, -0.1457, -0.1397, -0.0270, -0.1816, -0.0389, -0.2837, -0.0436, -0.1059, -0.1139, -0.0892, -0.0032, 0.0104, 0.0069, 0.0144, 0.0145, 0.0290, 0.0074, 0.0140, -0.0116, 0.0158, 0.0631, 0.0841, 0.0775, 0.1100, 0.1055, 0.0971, 0.0897, 0.0992, 0.1056, -0.3319, -0.1688, -0.0485, -0.0571, -0.0936, -0.1202, -0.6937, 0.6653, 0.0683, 0.1009, 0.0926, 0.0889, -0.5460, 2.0325, -0.5072, -0.4888, -0.5022, -0.4856, -0.6806, -0.0563, -0.2621, -0.0192, -0.1835, -0.0231, -0.0798, -0.1533, -0.0751, -0.1746, -0.0330, -0.0167, 0.0688, 0.0771, 0.0792, 0.1108, 0.0793, 0.0739, 0.0979, 0.0593, 0.0578, 0.0766, 0.0853, 0.1137, 0.0157, -0.2914, -0.1534, -0.0275, -0.0818, -0.1041, -0.0969, -0.0290, -0.1854, -0.0071, -0.0716, -0.1046, -0.0992, -0.0465, 0.0601, 0.0998, 0.0896, 0.0930, 0.1152, 0.0981, 0.0993, 0.0895, 0.0911, 0.1192]}

***

Record 5
{"formula": "C4H7NO", "method": "the ωB97M-V functional and the def2-TZVPD basis", "e_homo_ev": [-7.6, -7.5], "relative_energy_kcal_mol": 111.59, "gap_ha": [0.304, 0.298], "fmax_ha_per_bohr": 0.021, "species": ["C", "C", "O", "C", "C", "N", "H", "H", "H", "H", "H", "H", "H"], "coordinates": [[0.00, 0.27, -1.56], [-0.35, -1.61, 0.74], [0.57, -0.75, 1.11], [0.42, 0.40, 1.67], [-0.97, 0.92, -0.68], [-1.81, 1.45, -0.09], [0.96, 0.08, -1.07], [-0.41, -0.68, -1.90], [0.16, 0.94, -2.41], [0.02, -2.49, 0.26], [-1.39, -1.33, 0.82], [1.32, 0.99, 1.76], [-0.56, 0.72, 2.01]], "lowdin_charge": [-0.0710, -0.0747, -0.1813, -0.0674, -0.3113, 0.1511, 0.0815, 0.0866, 0.0859, 0.0717, 0.0793, 0.0773, 0.0724]}

***

Record 6
{"formula": "C33H57BrN2O2SiZn", "method": "the ωB97M-V functional and the def2-TZVPD basis", "e_homo_ev": -6.7, "relative_energy_kcal_mol": 67.56, "gap_ha": 0.239, "fmax_ha_per_bohr": 0.084, "species": ["O", "O", "C", "C", "H", "H", "H", "H", "H", "C", "C", "H", "H", "H", "H", "H", "C", "C", "C", "H", "H", "H", "H", "H", "C", "H", "H", "H", "H", "H", "H", "N", "C", "C", "C", "C", "H", "H", "H", "C", "H", "H", "H", "N", "C", "C", "C", "C", "H", "C", "H", "C", "H", "C", "C", "C", "C", "C", "C", "H", "C", "H", "C", "H", "C", "C", "Zn", "H", "H", "H", "H", "H", "H", "H", "H", "H", "H", "H", "H", "H", "C", "Si", "H", "H", "C", "C", "C", "H", "H", "H", "H", "H", "H", "H", "H", "H", "Br"], "coordinates": [[1.53, -2.28, -3.30], [0.87, -1.02, -5.16], [2.92, -2.59, -2.98], [3.15, -3.85, -2.17], [3.29, -1.72, -2.43], [3.44, -2.64, -3.95], [2.77, -3.79, -1.14], [4.23, -3.99, -2.09], [2.75, -4.75, -2.66], [0.49, -3.20, -2.87], [0.22, -4.14, -4.01], [-0.35, -2.56, -2.62], [0.82, -3.74, -1.97], [0.11, -3.63, -4.97], [-0.70, -4.72, -3.83], [1.06, -4.83, -4.12], [-0.44, -0.62, -5.72], [1.96, -0.92, -6.18], [-1.57, -0.88, -4.78], [-0.59, -1.14, -6.68], [-0.29, 0.47, -5.88], [-1.64, -1.91, -4.41], [-2.49, -0.69, -5.33], [-1.57, -0.20, -3.93], [2.02, -2.26, -6.83], [2.85, -0.65, -5.60], [1.64, -0.09, -6.84], [2.15, -3.04, -6.07], [2.82, -2.33, -7.57], [1.08, -2.43, -7.36], [1.07, -1.84, -4.51], [-0.60, -0.15, 1.13], [-1.46, 0.26, 2.05], [-2.22, 1.43, 1.95], [-2.42, 2.25, 0.82], [-1.67, -0.58, 3.30], [-0.71, -0.90, 3.73], [-2.28, -1.47, 3.09], [-2.20, 0.03, 4.05], [-3.62, 3.18, 0.85], [-4.39, 2.88, 0.12], [-3.34, 4.23, 0.64], [-4.08, 3.14, 1.85], [-1.63, 2.25, -0.24], [-0.16, -1.51, 1.05], [1.09, -1.89, 1.58], [1.93, -0.90, 2.32], [1.51, -3.22, 1.50], [2.46, -3.51, 1.95], [0.71, -4.18, 0.85], [1.05, -5.22, 0.78], [-0.53, -3.81, 0.35], [-1.17, -4.56, -0.16], [-0.99, -2.50, 0.45], [-2.37, -2.17, -0.04], [-1.94, 2.93, -1.44], [-1.38, 4.21, -1.68], [-0.73, 4.97, -0.57], [-1.43, 4.74, -2.97], [-0.97, 5.71, -3.16], [-2.05, 4.04, -4.01], [-2.04, 4.44, -5.03], [-2.71, 2.84, -3.75], [-3.23, 2.30, -4.54], [-2.71, 2.30, -2.46], [-3.50, 1.07, -2.16], [0.37, 1.37, -0.05], [2.15, 0.00, 1.72], [2.87, -1.38, 2.61], [1.42, -0.55, 3.23], [-2.39, -1.20, -0.54], [-3.09, -2.14, 0.79], [-2.72, -2.93, -0.75], [-0.25, 5.87, -0.98], [0.03, 4.37, -0.05], [-1.46, 5.28, 0.18], [-4.29, 1.25, -1.40], [-2.85, 0.26, -1.78], [-4.00, 0.70, -3.07], [-2.84, 1.67, 2.81], [0.99, 1.18, -1.79], [2.01, 2.14, -3.06], [0.18, 0.85, -2.49], [1.59, 0.24, -1.75], [3.63, 1.27, -3.30], [2.13, 3.82, -2.27], [1.25, 2.41, -4.75], [1.50, 3.44, -5.05], [0.16, 2.32, -4.75], [1.66, 1.74, -5.52], [4.10, 1.08, -2.33], [4.27, 1.94, -3.89], [3.54, 0.30, -3.84], [2.65, 3.74, -1.31], [1.11, 4.18, -2.06], [2.63, 4.54, -2.92], [1.69, 2.72, 1.35]], "lowdin_charge": [-0.1901, -0.1142, -0.1814, -0.0606, 0.1200, 0.1222, 0.0719, 0.0950, 0.0791, -0.2035, -0.0521, 0.1217, 0.0955, 0.0670, 0.0968, 0.0815, -0.1501, -0.1520, -0.0404, 0.1316, 0.1213, 0.0782, 0.0978, 0.0725, -0.0491, 0.1156, 0.1361, 0.0788, 0.0950, 0.0873, 0.0737, 0.0259, -0.3388, -0.0528, -0.3279, -0.0146, 0.0758, 0.0852, 0.0775, -0.0129, 0.0781, 0.0761, 0.0746, 0.0489, -0.1942, -0.2153, -0.0559, -0.0644, 0.1070, -0.1206, 0.1010, -0.0943, 0.1112, -0.2230, -0.0403, -0.2066, -0.2292, -0.0602, -0.0582, 0.1132, -0.1057, 0.0970, -0.0802, 0.1000, -0.2215, -0.0460, 0.2773, 0.0049, 0.0777, 0.0829, 0.0508, 0.0880, 0.0753, 0.0828, 0.0007, 0.0792, 0.0809, 0.0535, 0.0735, 0.0842, -0.3745, 0.3920, -0.0258, -0.0327, -0.1835, -0.1896, -0.1637, 0.0415, 0.0112, 0.0026, 0.0453, 0.0343, -0.0048, 0.0031, 0.0047, 0.0270, 0.0476]}